{
  "formula": "C22H15IrN6O2S3",
  "method": "wB97M-V/def2-TZVPD",
  "charge": 2,
  "lumo_energy_ev": [-8.80, -8.82],
  "e_homo_ev": [-13.35, -13.39],
  "gap_ev": [4.545, 4.569],
  "elements": ["Ir", "S", "S", "S", "O", "O", "N", "N", "N", "N", "N", "N", "C", "C", "C", "C", "C", "C", "C", "C", "C", "C", "C", "C", "C", "C", "C", "C", "C", "C", "C", "C", "C", "C", "H", "H", "H", "H", "H", "H", "H", "H", "H", "H", "H", "H", "H", "H", "H"],
  "coordinates": [[0.02479, 0.13717, -0.07617], [0.12264, -4.41110, -0.13154], [1.96751, -2.53285, 1.13506], [5.06565, 5.62855, 0.15885], [-4.41554, 0.94364, -0.32385], [-1.94248, -0.00101, -0.00118], [0.16001, 2.12866, 0.29974], [-1.59291, -2.22187, -0.03325], [1.99994, 0.47372, -0.55331], [-0.33103, -1.78768, 0.03972], [5.23333, 4.09572, -0.29473], [3.49835, 5.64437, 0.51313], [-6.58915, -1.91976, -0.44683], [-6.14150, -0.61934, -0.42119], [-0.64501, 4.25252, 1.00893], [1.67327, 3.98359, 0.46345], [-0.84125, 2.90861, 0.70970], [-3.86303, -1.42056, -0.23439], [1.49361, -5.16653, 0.79588], [2.65155, -4.19149, 0.82366], [3.04266, 4.42299, 0.28512], [-4.77812, -0.35231, -0.32224], [4.18784, -0.02476, -1.37042], [2.86374, -0.36966, -1.11797], [4.63702, 1.23485, -1.04039], [-2.44370, -1.19803, -0.10065], [1.40394, 2.65267, 0.18473], [0.52911, -2.83492, 0.29771], [3.72859, 2.15270, -0.50145], [2.42088, 1.73817, -0.28845], [-4.35276, -2.74420, -0.27119], [-5.69375, -2.99478, -0.37583], [0.61455, 4.79853, 0.88574], [4.04138, 3.53141, -0.17998], [0.80107, 5.84186, 1.10570], [1.11707, -5.39061, 1.79421], [1.76219, -6.09642, 0.29713], [-6.82295, 0.21767, -0.48239], [-6.06128, -4.01031, -0.40150], [5.66197, 1.53641, -1.21366], [-7.65088, -2.11258, -0.52496], [2.47516, -1.33575, -1.40382], [-1.81006, 2.44032, 0.81241], [-3.64673, -3.55982, -0.20621], [4.84389, -0.74908, -1.83120], [-1.48592, 4.84850, 1.33242], [3.18618, -4.15756, -0.12561], [-3.45308, 1.00604, -0.29420], [3.35328, -4.41571, 1.62524]]
}

---

{
  "formula": "C2H6NO",
  "method": "wB97M-V/def2-TZVPD",
  "charge": -1,
  "lumo_energy_ev": 4.67,
  "e_homo_ev": -2.02,
  "smiles": "NCC[O-]",
  "gap_ev": 6.688,
  "elements": ["O", "N", "C", "C", "H", "H", "H", "H", "H", "H"],
  "coordinates": [[-0.40521, 1.20448, 1.90288], [0.19952, -0.91711, -1.10843], [-0.53755, 0.00073, -0.19413], [0.24114, 0.35635, 1.07899], [1.15445, -0.58377, -1.17689], [0.55046, -0.60723, 1.53578], [1.17554, 0.86258, 0.66492], [-0.11196, -0.72389, -2.05571], [-1.46902, -0.50840, 0.08593], [-0.79736, 0.91626, -0.73333]]
}

---

{
  "formula": "C25H44O2P4W",
  "method": "wB97M-V/def2-TZVPD",
  "charge": 4,
  "spin_multiplicity": 3,
  "lumo_energy_ev": [-14.30, -14.99],
  "e_homo_ev": [-20.24, -20.14],
  "gap_ev": [5.944, 5.156],
  "elements": ["W", "P", "P", "P", "P", "O", "O", "C", "C", "C", "C", "C", "C", "C", "C", "C", "C", "C", "C", "C", "C", "C", "C", "C", "C", "C", "C", "C", "C", "C", "C", "C", "H", "H", "H", "H", "H", "H", "H", "H", "H", "H", "H", "H", "H", "H", "H", "H", "H", "H", "H", "H", "H", "H", "H", "H", "H", "H", "H", "H", "H", "H", "H", "H", "H", "H", "H", "H", "H", "H", "H", "H", "H", "H", "H", "H"],
  "coordinates": [[-0.34038, 0.81896, -1.90196], [-2.78817, -1.63885, -0.40056], [-1.25173, 3.21572, -1.11487], [2.88026, -0.14653, -0.48297], [-0.15985, -0.33869, 2.46253], [1.43765, 2.28078, 0.44694], [-2.43168, 0.85739, 0.46542], [-1.74240, -3.00834, -0.86332], [2.93554, -3.61391, 3.53160], [1.06420, -1.60090, 2.97796], [0.27760, -0.81785, -3.16507], [3.62224, -0.16597, 1.17342], [-4.09987, -1.43831, -1.61322], [1.14368, -2.74491, 2.15785], [4.03846, 0.92899, -1.39862], [-1.60180, 0.66124, -3.59155], [0.43980, 1.13155, 3.36787], [2.84890, -2.49103, 4.35104], [-1.10441, -0.61615, -3.29113], [1.04867, 1.46612, -0.35122], [-2.94616, 3.45355, -1.76281], [3.21041, -1.81225, -1.15223], [-1.54819, -0.80250, 3.57578], [1.91461, -1.49010, 4.09392], [1.15950, 0.25999, -3.29659], [-0.24789, 4.54331, -1.88422], [0.67261, 1.53978, -3.61920], [2.07385, -3.74458, 2.42676], [-1.92116, 0.04222, -0.33258], [-1.40658, 3.75709, 0.62190], [-3.56477, -2.07643, 1.13946], [-0.71539, 1.73267, -3.76428], [1.35266, 2.37707, -3.69548], [4.70814, -0.22545, 1.03767], [3.62147, 1.21789, -2.37117], [-3.14537, 4.52595, -1.90727], [3.35867, 0.76898, 1.68140], [-3.81781, -1.84348, -2.59451], [2.56052, -2.54209, -0.65012], [-2.67802, 0.81544, -3.66350], [-0.43773, 3.64514, 1.11415], [-4.95854, -2.00928, -1.22906], [-0.14230, 2.00412, 3.03296], [0.66652, -1.79417, -2.87358], [-1.09684, 2.71340, -4.01549], [3.52027, -2.39322, 5.21246], [-1.79269, -1.44001, -3.14818], [4.21414, 1.83583, -0.80372], [-3.07274, 2.93244, -2.71970], [-2.42791, -3.74794, -1.30650], [0.29232, 0.99530, 4.44982], [-4.38095, -0.37877, -1.70095], [-1.79166, -1.86405, 3.44969], [-0.96516, -2.74402, -1.59150], [3.66021, -4.39609, 3.73775], [-3.65277, 3.03214, -1.03428], [1.84433, -0.62648, 4.75687], [-0.70589, 5.52020, -1.66676], [-1.28183, -3.43786, 0.03795], [0.46416, -2.84136, 1.30235], [-0.17901, 4.39921, -2.97067], [1.49935, 1.32388, 3.14847], [4.26458, -2.04962, -0.95203], [3.01816, -1.83097, -2.23304], [3.25617, -1.01844, 1.75593], [0.76303, 4.50843, -1.45232], [-4.47548, -2.61887, 0.84918], [4.97872, 0.37946, -1.54490], [-1.73064, 4.80336, 0.66047], [-3.82560, -1.17976, 1.71217], [-2.14069, 3.11375, 1.11197], [2.13538, -4.62472, 1.79001], [-1.26016, -0.60434, 4.61482], [-2.42234, -0.19614, 3.30816], [2.21789, 0.09898, -3.16077], [-2.91211, -2.74590, 1.71522]]
}

---

{
  "formula": "C3H8OS",
  "method": "wB97M-V/def2-TZVPD",
  "lumo_energy_ev": 0.99,
  "e_homo_ev": -8.90,
  "smiles": "COCCS",
  "gap_ev": 9.893,
  "elements": ["S", "O", "C", "C", "C", "H", "H", "H", "H", "H", "H", "H", "H"],
  "coordinates": [[-1.66653, 0.97603, 0.58897], [1.25227, 0.04802, -0.11489], [-1.03963, -0.72315, -0.11360], [2.57599, -0.52134, -0.16796], [0.24504, -0.63723, -0.83783], [2.85813, -0.17629, 0.75780], [3.16427, -0.15820, -0.99775], [-0.56565, 1.40277, 1.27398], [0.62142, -1.59404, -0.93214], [0.13763, -0.12655, -1.82751], [-1.01021, -1.40637, 0.88158], [2.60631, -1.54514, -0.16775], [-1.85386, -1.10637, -0.77625]]
}

---

{
  "formula": "C3H13N5S",
  "method": "wB97M-V/def2-TZVPD",
  "charge": 2,
  "lumo_energy_ev": -6.75,
  "e_homo_ev": -17.09,
  "gap_ev": 10.348,
  "elements": ["S", "N", "N", "N", "N", "N", "C", "C", "C", "H", "H", "H", "H", "H", "H", "H", "H", "H", "H", "H", "H", "H"],
  "coordinates": [[-0.54189, -2.34960, 0.23856], [-2.50166, -0.33042, -0.17792], [2.17513, 0.07436, 0.94976], [1.86514, 0.02659, -1.25324], [-4.66241, 1.16140, -0.09830], [1.46917, -0.11127, -0.05989], [1.53977, 0.00862, 2.22962], [3.20048, 0.14091, -1.73557], [-1.67086, -1.14542, -0.06064], [3.22482, 0.26129, 0.75217], [1.08866, 0.12683, -1.89733], [-5.54901, 1.08915, 0.38452], [-4.13713, 1.92100, 0.34333], [-3.92431, 0.37235, -0.21871], [2.14409, -0.66347, 2.75784], [-1.37733, -3.30859, -0.48383], [3.82268, -0.31565, -1.00280], [1.49706, 0.86371, 2.83004], [3.47471, -0.43284, -2.55220], [0.42819, -0.11852, 2.16925], [-4.85991, 1.49371, -1.07275], [3.29460, 1.23583, -2.04191]]
}

---

{
  "formula": "C18H60N10O12",
  "method": "wB97M-V/def2-TZVPD",
  "lumo_energy_ev": 0.28,
  "e_homo_ev": -9.27,
  "smiles": "NC(N)=O.NC(N)=O.NC(N)=O.NC(N)=O.NC(N)=O.CCO.CCO.CCO.CCO.CCO.CCO.CO",
  "gap_ev": 9.551,
  "elements": ["O", "O", "O", "O", "O", "O", "O", "O", "O", "O", "O", "O", "N", "N", "N", "N", "N", "N", "N", "N", "N", "N", "C", "C", "C", "C", "C", "C", "C", "C", "C", "C", "C", "C", "C", "C", "C", "C", "C", "C", "H", "H", "H", "H", "H", "H", "H", "H", "H", "H", "H", "H", "H", "H", "H", "H", "H", "H", "H", "H", "H", "H", "H", "H", "H", "H", "H", "H", "H", "H", "H", "H", "H", "H", "H", "H", "H", "H", "H", "H", "H", "H", "H", "H", "H", "H", "H", "H", "H", "H", "H", "H", "H", "H", "H", "H", "H", "H", "H", "H"],
  "coordinates": [[4.99385, 1.75213, 2.65428], [2.00961, 4.61564, -1.87654], [0.91577, 1.30453, -0.40684], [0.44156, -2.89977, -3.00793], [4.47161, -2.47413, 2.25987], [-0.79537, 1.32016, -4.54998], [-4.50324, -0.03642, 2.23043], [0.21191, -0.56082, 3.47528], [0.80043, 2.44585, 2.63573], [0.11614, -5.63488, 1.90994], [-3.89086, 4.57088, 0.81994], [-3.69165, -3.55088, -1.38708], [-3.12308, -0.38816, 4.01205], [0.12514, 3.98478, 4.19874], [-0.10940, -1.71290, -4.92361], [1.39848, -5.53879, 0.07959], [-0.64606, -3.90187, -4.72109], [1.88171, -2.16163, 3.52465], [-2.46747, -1.07372, 1.93289], [-0.61224, -4.43314, 0.09961], [2.27829, -0.07186, 2.71007], [-1.36269, 2.50825, 3.22337], [-2.18176, 1.05557, -4.42942], [2.47910, 4.40757, -0.53651], [-3.20950, -2.29523, -1.91869], [4.54589, -3.66052, 0.18353], [4.45011, 2.15653, 1.38576], [-0.07481, -2.80642, -4.11704], [0.49567, -1.03824, -0.37017], [0.21171, -5.30357, 0.72301], [-4.19307, -1.83428, -3.01697], [1.53379, 5.19091, 0.37956], [4.30706, -3.79003, 1.69287], [-0.09896, 2.95572, 3.31077], [-2.21118, 3.25080, -0.19811], [-3.44289, -0.47628, 2.66693], [-2.97888, 1.88758, -3.42810], [-2.47254, 4.53543, 0.57446], [0.00674, 0.31732, -0.84385], [1.39828, -0.90599, 3.32352], [-3.83080, -2.18052, -3.98506], [-3.04462, -4.22743, -1.57505], [-2.76580, 2.92601, -3.70895], [2.56396, 4.04861, -2.42502], [-3.83256, -0.02904, 4.62078], [1.28191, -2.90334, 3.83225], [-2.63101, 1.12030, -5.42818], [0.49905, 5.07241, 0.07433], [0.02759, -1.95171, -0.73446], [-0.55509, 4.71960, 4.27302], [1.56056, -1.15520, -0.58737], [0.09475, -0.82381, -4.48952], [1.84693, 6.23600, 0.39944], [5.39138, -2.31963, 2.49122], [-2.16677, -0.47170, 4.32156], [-2.89583, -1.53787, -1.20278], [2.77542, -2.34618, 3.08215], [-0.98105, 0.55428, -0.42749], [0.61731, 1.80475, 0.36084], [1.09772, 4.25017, 4.19293], [4.63827, 3.19867, 1.12263], [3.25758, -0.26855, 2.60351], [2.02978, -6.25593, 0.38373], [-4.21026, -0.74537, -3.12577], [4.93971, 1.49390, 0.67625], [-2.34324, -2.70800, -2.44713], [-2.73105, -1.39385, 1.01880], [-4.04557, 1.82352, -3.65444], [1.72482, 4.84127, 1.39829], [4.22346, -4.53931, -0.36981], [4.47606, 2.26294, 3.28871], [-1.98884, 4.48296, 1.55182], [-1.51309, 1.67199, 2.68228], [0.45195, -1.16268, 0.71836], [-0.13093, 0.34007, -1.92937], [3.36986, 2.01682, 1.31967], [-1.11199, -3.85553, -5.60549], [5.60550, -3.41367, 0.09949], [-4.03539, 4.70288, 1.75758], [1.99295, 0.87625, 2.51503], [-2.82071, 1.68166, -2.37719], [-2.71546, 2.39497, 0.25078], [1.48055, -5.35512, -0.91098], [-0.71735, -4.75441, -4.19832], [3.29004, -4.11148, 1.91215], [-0.55054, -4.23253, -0.88455], [-1.42414, -4.12988, 0.61019], [2.40686, 3.34465, -0.29789], [-0.31702, -1.75227, -5.89920], [-2.22971, -0.00254, -4.15935], [-2.17727, 5.42362, 0.01546], [-5.22991, -2.11669, -2.85310], [-1.62493, -1.38325, 2.39315], [-2.68755, 3.33901, -1.17691], [-1.16026, 3.08209, -0.44260], [3.99356, -2.80717, -0.20922], [-2.10727, 2.95374, 3.72301], [-0.59988, 2.26176, -4.58895], [3.49837, 4.77782, -0.39602], [5.03280, -4.47817, 2.12583]]
}

---

{
  "formula": "C4H22N2O8",
  "method": "wB97M-V/def2-TZVPD",
  "lumo_energy_ev": 0.40,
  "e_homo_ev": -9.55,
  "smiles": "C[C@@H](NCO)C(N)=O.O.O.O.O.O.O",
  "gap_ev": 9.955,
  "elements": ["O", "O", "O", "O", "O", "O", "O", "O", "N", "N", "C", "C", "C", "C", "H", "H", "H", "H", "H", "H", "H", "H", "H", "H", "H", "H", "H", "H", "H", "H", "H", "H", "H", "H", "H", "H"],
  "coordinates": [[0.82592, -1.78665, 3.20359], [-1.75430, -0.60160, -2.19051], [-0.72735, -0.19675, 2.87719], [-2.57577, -3.03803, -0.94163], [2.62030, 0.99576, -0.86316], [1.54070, 3.22541, -1.89016], [-0.26943, 2.86626, -0.13321], [-1.47345, 2.22877, 2.00857], [-0.44385, -0.85319, -0.33859], [1.83547, -0.04606, 0.96971], [-1.57299, -0.15632, -0.75779], [1.34877, -1.96295, -1.66361], [0.82734, -0.64008, -1.14734], [1.91268, 0.10907, -0.36580], [0.65475, 2.87806, -0.60010], [1.44424, -0.89686, 1.41972], [-0.38376, -1.81559, -0.04984], [-1.02290, 0.37893, 3.49157], [-1.04580, 2.71181, 1.30665], [-2.40839, -0.54928, -0.09956], [-2.04109, -2.54188, -1.57631], [2.42400, -1.93470, -1.88145], [1.84003, 2.51399, -2.46396], [-1.50187, 0.87898, -0.96706], [0.63601, 0.04638, -1.96140], [0.75400, -2.46125, -2.41852], [-0.47080, 0.06967, 2.01457], [0.77137, -0.97330, 3.91140], [-2.25862, -2.72627, -0.07168], [2.46990, 0.36794, 1.69578], [1.32996, -2.89661, -0.90616], [-0.79381, 3.00381, -0.92319], [-2.18312, 2.71562, 2.42065], [-2.54441, -0.35589, -2.69496], [2.24858, 3.26948, -1.33636], [-0.01232, -1.82670, 2.92294]]
}